1.
{
  "formula": "C5H12N2O",
  "method": "wB97M-V/def2-TZVPD",
  "lumo_energy_ev": 0.607,
  "relative_energy_ev": 4.767,
  "homo_ev": -8.45,
  "energy_ev": -10403.657,
  "homo_lumo_gap_ha": 0.3330,
  "species": ["C", "C", "C", "N", "N", "C", "C", "O", "H", "H", "H", "H", "H", "H", "H", "H", "H", "H", "H", "H"],
  "coordinates": [[-0.23, -0.66, -0.40], [-0.56, 0.28, 0.65], [0.42, 0.92, 1.58], [-1.35, -1.34, -0.84], [0.99, -1.36, -0.32], [-0.09, 0.93, -1.25], [1.05, 1.52, -1.56], [-1.63, -0.96, 1.76], [-1.04, -1.63, 2.12], [-1.54, 0.74, 0.56], [-1.16, -2.13, -1.45], [-1.88, -1.56, 0.04], [1.17, -1.92, -1.14], [1.79, -0.79, -0.13], [-1.03, 1.18, -1.73], [1.36, 0.37, 1.65], [0.63, 1.96, 1.31], [-0.03, 0.91, 2.57], [1.12, 2.27, -2.35], [1.99, 1.27, -1.08]]
}

=====

2.
{
  "formula": "C5H12N2O",
  "method": "wB97M-V/def2-TZVPD",
  "lumo_energy_ev": 0.867,
  "relative_energy_ev": 1.594,
  "homo_ev": -8.35,
  "energy_ev": -10406.830,
  "homo_lumo_gap_ha": 0.3386,
  "species": ["C", "C", "O", "C", "N", "C", "C", "N", "H", "H", "H", "H", "H", "H", "H", "H", "H", "H", "H", "H"],
  "coordinates": [[-2.80, 0.00, -0.10], [-1.45, 0.43, -0.59], [-1.33, 1.15, -1.55], [-0.14, -0.27, 0.20], [-0.42, -0.25, 1.61], [1.12, 0.42, -0.28], [2.33, -0.39, 0.52], [1.39, 0.38, -1.68], [-2.93, -1.06, -0.30], [-2.85, 0.14, 0.98], [-3.60, 0.55, -0.59], [-0.17, -1.30, -0.15], [-0.29, 0.68, 2.00], [0.16, -0.91, 2.11], [1.14, 1.46, 0.06], [2.37, -0.09, 1.56], [2.23, -1.47, 0.43], [3.26, -0.11, 0.03], [1.07, -0.49, -2.09], [0.92, 1.13, -2.16]]
}

=====

3.
{
  "formula": "C5H12N2O",
  "method": "wB97M-V/def2-TZVPD",
  "lumo_energy_ev": -2.937,
  "relative_energy_ev": 8.691,
  "homo_ev": -7.93,
  "energy_ev": -10399.733,
  "homo_lumo_gap_ha": 0.1836,
  "species": ["O", "C", "C", "C", "C", "C", "N", "N", "H", "H", "H", "H", "H", "H", "H", "H", "H", "H", "H", "H"],
  "coordinates": [[-0.45, -0.87, -2.20], [-0.41, -1.36, -1.08], [0.76, -1.46, -0.28], [-1.27, 1.85, -1.30], [-1.91, 1.64, -0.16], [1.52, 1.06, 1.15], [0.83, 0.60, 2.37], [0.70, -1.74, 1.10], [-1.30, -1.87, -0.66], [1.74, -1.26, -0.68], [-1.19, 2.87, -1.65], [-0.94, 0.98, -1.88], [-1.78, 0.69, 0.37], [-2.46, 2.40, 0.37], [2.55, 0.74, 0.97], [0.94, 0.48, 0.38], [1.48, 2.13, 1.12], [0.65, 1.51, 2.81], [1.02, -0.92, 1.58], [1.02, -2.66, 1.37]]
}

=====

4.
{
  "formula": "C5H12N2O",
  "method": "wB97M-V/def2-TZVPD",
  "lumo_energy_ev": 0.371,
  "relative_energy_ev": 7.177,
  "homo_ev": -8.24,
  "energy_ev": -10401.247,
  "homo_lumo_gap_ha": 0.3163,
  "species": ["C", "C", "C", "C", "N", "C", "O", "N", "H", "H", "H", "H", "H", "H", "H", "H", "H", "H", "H", "H"],
  "coordinates": [[0.90, -0.56, -0.32], [-1.56, 0.85, 1.64], [1.76, 0.68, -0.12], [0.84, -1.49, 0.89], [-1.24, -0.21, -1.84], [-1.14, 0.58, 0.25], [-1.07, 0.62, -2.99], [-1.72, 0.52, -0.83], [-1.46, 0.09, -3.70], [-0.13, -0.46, -1.22], [1.35, -1.14, -1.14], [-1.87, -0.08, 2.12], [-2.41, 1.54, 1.65], [-0.74, 1.28, 2.22], [2.82, 0.41, -0.01], [1.47, 1.24, 0.77], [1.69, 1.35, -0.98], [0.56, -0.96, 1.80], [1.82, -1.95, 1.07], [0.13, -2.30, 0.73]]
}

=====

5.
{
  "formula": "C5H12N2O",
  "method": "wB97M-V/def2-TZVPD",
  "lumo_energy_ev": 0.653,
  "relative_energy_ev": 7.648,
  "homo_ev": -6.84,
  "energy_ev": -10400.776,
  "homo_lumo_gap_ha": 0.2755,
  "species": ["C", "N", "O", "H", "H", "H", "H", "H", "C", "C", "C", "C", "N", "H", "H", "H", "H", "H", "H", "H"],
  "coordinates": [[-0.32, -1.12, 1.96], [-0.05, 0.14, 1.28], [1.23, 0.63, 1.64], [1.84, 0.20, 1.02], [-0.94, 0.95, 1.34], [-0.10, -1.04, 3.03], [0.31, -1.89, 1.51], [-1.35, -1.39, 1.80], [-1.63, 0.27, -0.70], [-0.18, -0.06, -0.58], [0.74, 1.01, -1.08], [1.81, 0.75, -1.81], [0.00, -1.34, -0.90], [-0.39, -1.65, -1.79], [0.48, 2.02, -0.79], [-1.92, 0.64, -1.68], [-2.29, -0.52, -0.36], [-1.79, 1.11, 0.32], [2.04, -0.25, -2.14], [2.51, 1.53, -2.08]]
}

=====

6.
{
  "formula": "C5H12N2O",
  "method": "wB97M-V/def2-TZVPD",
  "lumo_energy_ev": 0.669,
  "relative_energy_ev": 5.408,
  "homo_ev": -8.37,
  "energy_ev": -10403.016,
  "homo_lumo_gap_ha": 0.3320,
  "species": ["H", "N", "C", "C", "O", "C", "N", "C", "C", "H", "H", "H", "H", "H", "H", "H", "H", "H", "H", "H"],
  "coordinates": [[-0.14, 1.80, -1.84], [-0.75, 1.05, -1.54], [-0.24, 0.14, -0.87], [-0.58, -0.87, 0.10], [-2.25, -0.99, -0.19], [-3.02, -0.01, 0.42], [1.18, 0.02, -0.12], [1.74, 1.21, 0.49], [2.11, -1.08, -0.27], [-0.40, -1.89, -0.22], [-0.62, -0.63, 1.17], [-2.67, 0.22, 1.45], [-4.05, -0.37, 0.53], [-3.03, 0.94, -0.15], [2.44, 1.71, -0.19], [2.28, 0.95, 1.41], [0.94, 1.91, 0.74], [2.34, -1.54, 0.70], [3.05, -0.73, -0.70], [1.68, -1.85, -0.91]]
}

=====

7.
{
  "formula": "C5H12N2O",
  "method": "wB97M-V/def2-TZVPD",
  "lumo_energy_ev": 0.895,
  "relative_energy_ev": 3.084,
  "homo_ev": -8.94,
  "energy_ev": -10405.340,
  "homo_lumo_gap_ha": 0.3615,
  "species": ["H", "N", "C", "O", "C", "C", "C", "C", "N", "H", "H", "H", "H", "H", "H", "H", "H", "H", "H", "H"],
  "coordinates": [[-1.78, 1.53, 0.82], [-1.15, 1.66, 1.60], [-0.63, 0.56, 2.02], [-0.93, -0.71, 1.61], [-1.08, -0.87, 0.21], [0.03, -0.18, -0.62], [1.39, 0.18, 0.55], [0.61, -1.10, -1.67], [-0.43, 1.05, -1.14], [-0.12, 0.52, 2.98], [-2.05, -0.48, -0.11], [-1.05, -1.95, 0.04], [1.72, -0.76, 1.00], [1.49, 1.06, 1.18], [2.11, 0.42, -0.23], [-0.19, -1.45, -2.34], [1.36, -0.59, -2.28], [1.07, -1.97, -1.21], [0.03, 1.30, -2.01], [-0.39, 1.79, -0.41]]
}

=====

8.
{
  "formula": "C5H12N2O",
  "method": "wB97M-V/def2-TZVPD",
  "lumo_energy_ev": 0.521,
  "relative_energy_ev": 3.339,
  "homo_ev": -8.94,
  "energy_ev": -10405.085,
  "homo_lumo_gap_ha": 0.3476,
  "species": ["C", "C", "N", "C", "H", "H", "H", "H", "H", "C", "N", "C", "O", "H", "H", "H", "H", "H", "H", "H"],
  "coordinates": [[-2.15, 0.42, -2.11], [-1.42, 0.38, -0.95], [-1.83, -0.25, 0.28], [-3.02, -0.05, 0.75], [-3.09, -0.08, -2.15], [-1.79, 0.90, -3.05], [-0.40, 0.72, -0.91], [-3.23, -0.50, 1.70], [-3.74, 0.61, 0.27], [3.07, 0.90, -0.49], [1.91, 0.08, -0.18], [1.78, -0.32, 1.18], [0.74, -1.26, 1.40], [3.00, 1.77, 0.17], [3.03, 1.22, -1.54], [4.09, 0.41, -0.28], [1.91, -0.80, -0.74], [2.65, -0.82, 1.63], [1.62, 0.66, 1.71], [-0.10, -0.78, 1.10]]
}

=====

9.
{
  "formula": "C5H12N2O",
  "method": "wB97M-V/def2-TZVPD",
  "lumo_energy_ev": 0.598,
  "relative_energy_ev": 5.755,
  "homo_ev": -6.57,
  "energy_ev": -10402.669,
  "homo_lumo_gap_ha": 0.2636,
  "species": ["C", "C", "C", "N", "C", "C", "N", "O", "H", "H", "H", "H", "H", "H", "H", "H", "H", "H", "H", "H"],
  "coordinates": [[1.52, 0.13, 0.46], [-0.62, -1.16, 1.60], [2.27, 0.20, -0.84], [-0.13, -0.68, 0.31], [-0.96, 0.35, -0.33], [-0.40, 1.57, -0.30], [-2.21, -0.02, -0.91], [-1.04, 2.60, -0.92], [-1.89, 2.28, -1.27], [0.02, -1.48, -0.32], [-2.15, -0.67, -1.68], [-2.91, -0.33, -0.25], [1.89, -0.66, 1.12], [1.44, 1.06, 1.00], [-0.70, -0.29, 2.27], [0.06, -1.89, 2.03], [-1.61, -1.63, 1.51], [3.35, 0.15, -0.64], [2.04, 1.12, -1.37], [2.03, -0.64, -1.49]]
}

=====

10.
{
  "formula": "C5H12N2O",
  "method": "wB97M-V/def2-TZVPD",
  "lumo_energy_ev": [0.216, -0.328],
  "relative_energy_ev": 6.084,
  "homo_ev": [-7.82, -6.93],
  "energy_ev": -10402.340,
  "homo_lumo_gap_ha": [0.2952, 0.2428],
  "species": ["C", "C", "C", "C", "N", "C", "N", "O", "H", "H", "H", "H", "H", "H", "H", "H", "H", "H", "H", "H"],
  "coordinates": [[-0.92, 0.74, 0.02], [0.75, -1.43, 1.50], [2.08, 0.61, -0.07], [-1.06, 1.21, -1.40], [0.00, -1.93, 0.46], [-0.29, -1.63, -0.70], [-2.02, 0.26, 0.66], [-0.62, -2.05, -1.77], [-0.48, 1.49, 0.66], [-2.42, -0.56, 0.22], [-1.95, 0.07, 1.65], [1.51, 0.12, 0.90], [1.52, -2.10, 1.86], [0.33, -0.85, 2.32], [1.91, 1.66, -0.31], [1.84, 0.03, -0.96], [3.11, 0.38, 0.22], [-0.09, 1.54, -1.76], [-1.42, 0.42, -2.05], [-1.78, 2.03, -1.47]]
}